1.
Formula: C8H15N3O4S
Source: the OMol25 dataset
Level of theory: the ωB97M-V functional and the def2-TZVPD basis

Last column: Mulliken charge in e.
Geometry (Å):
C -1.571 0.411 2.301  -0.23
C -1.235 0.013 0.843  0.49
C -1.957 -0.574 3.348  -0.46
C 0.336 -1.173 -0.393  0.03
C 1.554 -2.108 -0.147  0.63
C 0.468 -0.517 -1.764  -0.91
C 1.670 0.496 -1.962  -0.27
C 1.494 1.169 -3.311  0.42
H -1.994 2.538 1.923  0.26
H -3.261 1.592 1.318  0.26
H -0.795 1.063 2.789  0.26
H -1.259 -1.458 3.434  0.31
H -3.045 -1.088 3.308  0.23
H -3.568 0.905 4.419  0.15
H 0.535 -0.726 1.640  0.36
H -0.598 -1.786 -0.497  0.39
H 0.501 -1.398 -2.486  0.20
H -0.400 0.134 -2.016  0.48
H 1.856 1.334 -1.094  0.32
H 2.741 -0.233 -2.273  0.20
H 3.230 2.394 -4.260  0.28
H 4.109 2.047 -2.600  0.26
H 1.020 -2.743 -1.971  0.39
N -2.560 1.611 2.082  -0.66
N 0.104 -0.311 0.614  -0.33
N 2.708 2.232 -3.372  -0.60
O -2.080 0.002 -0.067  -0.64
O 2.074 -2.226 0.904  -0.56
O 0.687 1.031 -4.355  -0.54
O 1.623 -2.982 -1.176  -0.49
S -2.383 0.349 4.822  -0.23

## Properties
LUMO energy = -0.027 Eh
ΔE to the lowest compared entry with this formula, charge and spin = 873.4 kJ/mol
frontier orbital gap = 8.306 eV
HOMO energy = -9.04 eV

2.
Formula: C39H60BGe2N8PbS5Si2Te
Source: the OMol25 dataset
Level of theory: the ωB97M-V functional and the def2-TZVPD basis

Last column: Mulliken spin population.
Geometry (Å):
Pb 0.577 0.549 -0.443  0.01
C 2.780 -4.349 0.170  0.00
C 1.520 -3.855 -0.217  0.00
N 1.623 -2.728 -0.906  0.00
N 2.950 -2.486 -1.001  0.00
C 3.667 -3.439 -0.352  0.00
B 3.587 -1.287 -1.746  0.00
N 2.610 -0.686 -2.813  0.00
C 2.999 -0.358 -4.070  -0.01
C 1.882 -0.029 -4.802  0.01
C 0.825 -0.172 -3.898  -0.02
N 1.255 -0.563 -2.706  0.03
N 4.039 -0.264 -0.631  0.00
C 5.266 -0.137 -0.082  0.00
C 5.134 0.446 1.161  0.00
C 3.761 0.643 1.303  0.00
N 3.099 0.225 0.227  0.00
N 4.795 -1.810 -2.536  0.00
C 4.793 -2.959 -3.259  0.00
C 5.948 -2.993 -3.996  0.00
C 6.607 -1.791 -3.661  0.00
N 5.910 -1.076 -2.791  0.00
H 3.009 -5.237 0.741  0.00
H 0.545 -4.287 -0.039  0.00
H 4.747 -3.405 -0.318  0.00
H 4.039 -0.391 -4.359  0.00
H 1.842 0.281 -5.835  0.00
H -0.232 0.005 -4.063  -0.01
H 6.140 -0.465 -0.620  0.00
H 5.919 0.687 1.862  0.00
H 3.226 1.045 2.154  0.00
H 3.975 -3.664 -3.190  0.00
H 6.271 -3.764 -4.680  0.00
H 7.558 -1.416 -4.018  0.00
S -2.296 5.461 -5.494  0.14
C -1.684 4.521 -4.319  -0.01
S -2.639 3.825 -3.047  0.00
C -1.369 2.996 -2.186  0.12
C -0.079 3.138 -2.748  0.15
S 1.380 2.542 -2.161  0.29
S -0.006 4.088 -4.209  0.00
S -1.780 2.166 -0.782  0.30
C -0.687 -2.122 3.806  0.00
C -0.339 -2.222 2.314  0.00
Ge -1.823 -1.696 1.134  0.00
C -2.564 0.042 1.727  0.00
C -3.296 -0.001 3.075  0.00
C -3.348 -2.937 1.192  0.00
C -3.718 -3.187 -0.076  0.00
Ge -2.349 -2.317 -1.222  0.00
C -1.138 -3.545 -2.151  0.00
C -1.647 -4.178 -3.454  0.00
C -2.985 -0.852 -2.371  0.01
C -3.881 -1.210 -3.567  0.00
C -4.891 -3.989 -0.524  0.00
C -5.093 -4.246 -1.881  0.00
C -6.168 -5.005 -2.326  0.00
C -7.073 -5.524 -1.412  0.00
C -6.897 -5.267 -0.057  0.00
C -5.823 -4.507 0.380  0.00
H 0.090 -2.592 4.415  0.00
H -1.633 -2.621 4.037  0.00
H -0.776 -1.083 4.132  0.00
H -0.085 -3.249 2.054  0.00
H 0.550 -1.626 2.079  0.00
H -3.261 0.345 0.940  0.00
H -1.774 0.806 1.746  0.00
H -3.993 -0.842 3.124  0.00
H -3.877 0.913 3.228  0.00
H -2.607 -0.094 3.915  0.00
H -3.884 -3.342 2.055  0.00
H -0.891 -4.328 -1.427  0.00
H -0.221 -2.976 -2.321  0.00
H -2.506 -4.831 -3.286  0.00
H -0.861 -4.789 -3.906  0.00
H -1.932 -3.426 -4.193  0.00
H -2.079 -0.339 -2.716  0.00
H -3.502 -0.151 -1.713  0.00
H -3.389 -1.893 -4.261  0.00
H -4.142 -0.309 -4.127  0.00
H -4.814 -1.675 -3.245  0.00
H -4.392 -3.839 -2.601  0.00
H -6.298 -5.190 -3.386  0.00
H -7.909 -6.124 -1.751  0.00
H -7.604 -5.662 0.664  0.00
H -5.708 -4.307 1.439  0.00
C 2.224 0.409 5.247  0.00
Si 1.554 2.094 4.803  0.00
C 0.353 2.685 6.100  0.00
C 2.949 3.317 4.652  0.00
C 0.570 1.897 3.192  0.00
Te 1.199 3.051 1.480  0.00
C -0.374 4.496 1.619  0.01
Si 0.081 6.182 0.911  0.01
C 0.883 6.031 -0.762  -0.01
C -1.482 7.180 0.740  0.00
C 1.288 6.977 2.085  0.00
H 2.462 0.347 6.316  0.00
H 3.139 0.176 4.688  0.00
H 1.488 -0.372 5.022  0.00
H 0.864 2.890 7.048  0.00
H -0.420 1.931 6.290  0.00
H -0.144 3.607 5.777  0.00
H 3.645 3.189 5.490  0.00
H 2.573 4.347 4.679  0.00
H 3.512 3.195 3.721  0.00
H -0.474 2.182 3.341  0.00
H 0.573 0.847 2.877  0.00
H -0.547 4.613 2.695  0.00
H -1.267 4.066 1.162  0.00
H 0.150 5.761 -1.533  0.00
H 1.679 5.279 -0.780  0.00
H 1.328 6.991 -1.047  0.00
H -2.227 6.632 0.154  0.00
H -1.271 8.123 0.220  0.00
H -1.924 7.424 1.713  0.00
H 2.114 6.294 2.311  0.00
H 0.812 7.264 3.029  0.00
H 1.715 7.881 1.636  0.00

## Properties
LUMO energy (spin up / spin down) = -0.013 / -0.086 Eh
ΔE to the lowest compared entry with this formula, charge and spin = 48.1 kJ/mol
multiplicity = 2
frontier orbital gap (spin up / spin down) = 7.268 / 5.880 eV
HOMO energy (spin up / spin down) = -7.61 / -8.21 eV

3.
Formula: C2H11B2O2Tl
Source: the OMol25 dataset
Level of theory: the ωB97M-V functional and the def2-TZVPD basis

Last column: Mulliken charge in e.
Geometry (Å):
Tl 8.760 13.711 -2.281  0.75
B 10.558 16.085 -2.702  0.32
H 10.379 16.359 -1.674  -0.16
H 11.214 16.768 -3.219  -0.02
H 11.048 15.130 -2.812  -0.21
H 9.572 15.941 -3.114  -0.19
B 6.015 14.669 -2.911  0.34
H 5.033 15.075 -3.095  -0.01
H 6.788 15.381 -2.667  -0.21
H 5.975 14.002 -2.064  -0.19
H 6.332 14.107 -3.777  -0.19
C 12.923 11.209 -2.049  -0.91
C 11.560 11.821 -1.817  0.92
O 11.398 12.900 -1.179  -0.54
O 10.611 11.291 -2.455  -0.58
H 13.638 11.748 -1.426  0.31
H 13.237 11.333 -3.085  0.27
H 12.987 10.172 -1.721  0.32

## Properties
LUMO energy = -0.234 Eh
frontier orbital gap = 4.422 eV
HOMO energy = -10.79 eV

4.
Formula: C5H7NO
Source: the OMol25 dataset
Level of theory: the ωB97M-V functional and the def2-TZVPD basis

Last column: Mulliken charge in e.
Geometry (Å):
C 1.948 0.124 0.010  -1.14
C 0.584 -0.428 -0.259  0.89
O 0.519 -1.766 -0.397  -0.51
C -0.582 0.267 -0.179  0.06
C -1.751 -0.263 0.630  -1.15
C -0.613 1.620 -0.620  0.01
N -0.683 2.676 -1.098  -0.49
H 2.741 -0.606 -0.167  0.34
H 1.969 0.407 1.073  0.28
H 2.129 1.033 -0.567  0.37
H -0.363 -1.894 -0.785  0.37
H -1.752 0.317 1.563  0.28
H -2.736 -0.157 0.176  0.33
H -1.600 -1.307 0.922  0.36

## Properties
LUMO energy = 0.018 Eh
structure (SMILES) = C/C(O)=C(/C)C#N
ΔE to the lowest compared entry with this formula, charge and spin = 140.7 kJ/mol
frontier orbital gap = 9.211 eV
HOMO energy = -8.71 eV

5.
Formula: C4H7NO
Source: the OMol25 dataset
Level of theory: the ωB97M-V functional and the def2-TZVPD basis

Last column: Mulliken charge in e.
Geometry (Å):
C -0.463 -1.463 -1.360  -1.04
C -0.102 -0.310 -0.495  0.44
N 0.958 -0.277 0.414  -0.43
C 0.889 1.136 0.876  -0.15
C -0.595 1.191 1.021  -0.46
O -1.027 0.521 -0.108  -0.26
H -0.889 -2.282 -0.759  0.26
H 0.417 -1.852 -1.877  0.31
H -1.215 -1.165 -2.096  0.31
H 1.465 1.244 1.794  0.28
H 1.300 1.812 0.096  0.19
H -1.173 2.083 1.213  0.24
H 0.437 -0.639 1.281  0.31

## Properties
LUMO energy (spin up / spin down) = 0.024 / 0.028 Eh
ΔE to the lowest compared entry with this formula, charge and spin = 395.9 kJ/mol
frontier orbital gap (spin up / spin down) = 7.794 / 8.287 eV
HOMO energy (spin up / spin down) = -7.14 / -7.52 eV

no.,energy (a.u.)
1,-1177.0020
2,-9169.7512
3,-455.0162
4,-324.6709
5,-286.4808